No. 1
Density functional theory data (wB97M-V/def2-TZVPD) for the molecule C5H14N2O.

Structure (ORCA input):
```
! wB97M-V def2-TZVPD RIJCOSX def2/J DEFGRID3
* xyz 0 1
C 0.266 -2.146 0.193
C 0.408 -0.668 0.615
C 1.536 0.001 -0.203
C 1.838 1.450 0.135
O 0.547 2.050 -0.008
N -0.907 0.003 0.776
C -1.641 0.494 -0.425
N -2.822 -0.277 -0.704
H -0.579 -2.594 0.740
H 0.008 -2.560 -0.764
H 1.340 -2.584 0.402
H 0.820 -0.661 1.717
H 2.590 -0.474 -0.227
H 1.088 -0.414 -1.214
H 2.542 1.729 -0.764
H 2.393 1.699 1.084
H 0.628 2.965 -0.237
H -0.683 0.778 1.375
H -1.812 1.621 -0.275
H -1.075 0.489 -1.417
H -2.828 -1.176 -0.144
H -3.657 0.274 -0.654
*
```

Computed properties:
ΔE to the lowest compared entry with this formula, charge and spin (kcal per mole): 91.8
LUMO level (Ha): 0.02465
HOMO (eV): -8.5
Molar mass (g/mol): 118.18

For reference, the Mulliken charges in units of e are: number 1, C, carries -1.597; number 2, C, carries 0.568; number 3, C, carries -0.694; number 4, C, carries -0.512; number 5, O, carries -0.415; number 6, N, carries -0.500; number 7, C, carries -0.215; number 8, N, carries -0.524; number 9, H, carries 0.394; number 10, H, carries 0.367; number 11, H, carries 0.336; number 12, H, carries 0.258; number 13, H, carries 0.316; number 14, H, carries 0.276; number 15, H, carries 0.272; number 16, H, carries 0.292; number 17, H, carries 0.257; number 18, H, carries 0.318; number 19, H, carries 0.249; number 20, H, carries 0.080; number 21, H, carries 0.257; number 22, H, carries 0.217



No. 2
Density functional theory data (wB97M-V/def2-TZVPD) for the molecule C5H14N2O.

Structure (ORCA input):
```
! wB97M-V def2-TZVPD RIJCOSX def2/J DEFGRID3
* xyz 0 1
C 0.475 -2.917 1.141
N 0.507 -1.457 1.049
C 0.361 -1.042 -0.341
C 0.717 0.439 -0.582
C -0.533 1.320 -0.791
N -0.336 2.499 -1.642
C -1.062 1.874 0.546
O -0.954 1.030 1.675
H -0.483 -3.308 0.811
H 0.555 -3.203 2.192
H 1.326 -3.391 0.638
H 1.403 -1.125 1.383
H -0.647 -1.318 -0.633
H 0.890 -1.646 -1.096
H 1.269 0.443 -1.524
H 1.369 0.838 0.193
H -1.232 0.701 -1.359
H 0.638 2.769 -1.609
H -0.633 2.418 -2.601
H -2.073 2.242 0.356
H -0.396 2.709 0.773
H -1.160 0.126 1.423
*
```

Computed properties:
ΔE to the lowest compared entry with this formula, charge and spin (kcal per mole): 50.1
LUMO level (Ha): 0.03666
HOMO (eV): -9.1
Molar mass (g/mol): 118.18

For reference, the Mulliken charges in units of e are: number 1, C, carries -0.979; number 2, N, carries -0.201; number 3, C, carries -1.026; number 4, C, carries -0.650; number 5, C, carries 0.090; number 6, N, carries -0.661; number 7, C, carries -0.653; number 8, O, carries -0.493; number 9, H, carries 0.311; number 10, H, carries 0.316; number 11, H, carries 0.331; number 12, H, carries 0.188; number 13, H, carries 0.466; number 14, H, carries 0.518; number 15, H, carries 0.280; number 16, H, carries 0.353; number 17, H, carries 0.386; number 18, H, carries 0.232; number 19, H, carries 0.243; number 20, H, carries 0.281; number 21, H, carries 0.337; number 22, H, carries 0.331



No. 3
Density functional theory data (wB97M-V/def2-TZVPD) for a 2-piece molecular cluster, C5H14N2O overall.

Structure (ORCA input):
```
! wB97M-V def2-TZVPD RIJCOSX def2/J DEFGRID3
* xyz 0 1
C -2.383 0.500 -0.485
C -1.997 -0.110 0.878
C -0.503 -0.345 1.066
C 0.037 -1.646 0.447
N 0.433 -1.610 -0.930
C 1.391 -0.914 -1.372
N 2.211 -0.040 -0.659
H -2.211 -0.178 -1.320
H -3.406 0.846 -0.548
H -1.709 1.353 -0.491
H -2.398 0.507 1.697
H -2.512 -1.049 1.133
H -0.341 -0.374 2.144
H 0.049 0.537 0.746
H -0.700 -2.453 0.542
H 0.774 -2.044 1.175
H 1.674 -0.990 -2.417
H 2.196 -0.109 0.349
H 3.151 0.045 -1.003
O 2.102 3.046 -0.135
H 2.627 2.736 -0.854
H 1.515 2.291 0.035
*
```

Computed properties:
ΔE to the lowest compared entry with this formula, charge and spin (kcal per mole): 42.9
LUMO level (Ha): 0.02533
HOMO (eV): -9.3
Molar mass (g/mol): 118.18

For reference, the Mulliken charges in units of e are: number 1, C, carries -1.018; number 2, C, carries -0.666; number 3, C, carries 0.274; number 4, C, carries -0.819; number 5, N, carries -0.464; number 6, C, carries 0.035; number 7, N, carries -0.402; number 8, H, carries 0.291; number 9, H, carries 0.375; number 10, H, carries 0.218; number 11, H, carries 0.330; number 12, H, carries 0.344; number 13, H, carries 0.336; number 14, H, carries -0.335; number 15, H, carries 0.374; number 16, H, carries 0.347; number 17, H, carries 0.351; number 18, H, carries 0.227; number 19, H, carries 0.257; number 20, O, carries -0.683; number 21, H, carries 0.288; number 22, H, carries 0.340



No. 4
Density functional theory data (wB97M-V/def2-TZVPD) for a 2-piece molecular cluster, C5H14N2O overall.

Structure (ORCA input):
```
! wB97M-V def2-TZVPD RIJCOSX def2/J DEFGRID3
* xyz 0 1
C 1.417 1.665 0.667
C 0.289 2.107 -0.417
C -0.271 0.952 -1.224
C -0.677 -0.256 -0.350
N -0.285 -1.582 -0.735
C -1.469 -0.072 0.794
N -2.019 -1.145 1.532
H 1.768 2.516 1.182
H 2.256 1.152 0.045
H 0.964 0.910 1.302
H 0.944 2.958 -1.047
H -0.429 2.696 0.099
H -1.159 1.315 -1.727
H 0.418 0.666 -2.146
H -1.095 -2.310 -0.897
H 0.457 -1.661 -1.449
H -1.876 0.905 1.009
H -1.587 -2.044 1.286
H -2.084 -1.018 2.571
O 2.260 -1.349 -0.350
H 2.003 -2.034 0.197
H 1.735 -0.549 -0.029
*
```

Computed properties:
ΔE to the lowest compared entry with this formula, charge and spin (kcal per mole): 72.0
LUMO level (Ha): 0.03445
HOMO (eV): -7.3
Molar mass (g/mol): 118.18

For reference, the Mulliken charges in units of e are: number 1, C, carries -1.147; number 2, C, carries -0.420; number 3, C, carries -0.480; number 4, C, carries 0.196; number 5, N, carries -0.530; number 6, C, carries -0.418; number 7, N, carries -0.580; number 8, H, carries 0.433; number 9, H, carries 0.253; number 10, H, carries 0.354; number 11, H, carries 0.281; number 12, H, carries 0.341; number 13, H, carries 0.349; number 14, H, carries 0.210; number 15, H, carries 0.193; number 16, H, carries 0.280; number 17, H, carries 0.376; number 18, H, carries 0.223; number 19, H, carries 0.229; number 20, O, carries -0.723; number 21, H, carries 0.287; number 22, H, carries 0.294



No. 5
Density functional theory data (wB97M-V/def2-TZVPD) for a 2-piece molecular cluster, C5H14N2O overall.

Structure (ORCA input):
```
! wB97M-V def2-TZVPD RIJCOSX def2/J DEFGRID3
* xyz 0 1
C 1.354 0.795 2.417
N 1.723 1.350 1.363
C 1.953 0.557 0.155
C 0.918 -0.483 -0.217
C -0.226 0.104 -1.058
C -0.113 -0.312 -2.529
N -1.516 -0.241 -0.441
H 1.125 -0.272 2.489
H 1.228 1.296 3.378
H 2.948 0.090 0.234
H 2.200 1.277 -0.624
H 0.425 -0.853 0.681
H 1.409 -1.394 -0.579
H -0.149 1.188 -0.920
H -0.311 -1.393 -2.543
H 0.922 -0.189 -2.828
H -0.818 0.177 -3.200
H -1.905 -1.116 -0.783
H -2.254 0.415 -0.699
O -2.856 -0.449 2.244
H -2.314 -0.393 1.442
H -3.744 -0.152 2.018
*
```

Computed properties:
ΔE to the lowest compared entry with this formula, charge and spin (kcal per mole): 53.7
LUMO level (Ha): 0.03240
HOMO (eV): -9.4
Molar mass (g/mol): 118.18

For reference, the Mulliken charges in units of e are: number 1, C, carries -0.198; number 2, N, carries -0.461; number 3, C, carries -0.701; number 4, C, carries -0.718; number 5, C, carries 0.168; number 6, C, carries -1.408; number 7, N, carries -0.602; number 8, H, carries 0.232; number 9, H, carries 0.270; number 10, H, carries 0.322; number 11, H, carries 0.384; number 12, H, carries 0.274; number 13, H, carries 0.420; number 14, H, carries 0.328; number 15, H, carries 0.379; number 16, H, carries 0.347; number 17, H, carries 0.369; number 18, H, carries 0.249; number 19, H, carries 0.287; number 20, O, carries -0.703; number 21, H, carries 0.458; number 22, H, carries 0.305



No. 6
Density functional theory data (wB97M-V/def2-TZVPD) for a 2-piece molecular cluster, C5H14N2O overall.

Structure (ORCA input):
```
! wB97M-V def2-TZVPD RIJCOSX def2/J DEFGRID3
* xyz 0 1
C -1.355 2.260 -1.208
C -1.120 1.082 -0.265
C 0.272 1.127 0.368
C 0.520 0.019 1.395
N 0.377 -1.305 0.810
C 1.380 -1.799 0.209
N 2.642 -1.278 0.122
H -2.362 2.187 -1.622
H -1.263 3.216 -0.693
H -0.676 2.213 -2.059
H -1.851 1.110 0.547
H -1.245 0.158 -0.822
H 0.412 2.107 0.835
H 1.031 1.053 -0.420
H -0.221 0.098 2.192
H 1.505 0.165 1.858
H 1.278 -2.769 -0.266
H 2.786 -0.293 0.265
H 3.249 -1.693 -0.551
O -1.698 -2.637 -0.610
H -2.498 -2.907 -0.114
H -1.162 -2.113 0.031
*
```

Computed properties:
ΔE to the lowest compared entry with this formula, charge and spin (kcal per mole): 25.4
LUMO level (Ha): 0.03208
HOMO (eV): -9.4
Molar mass (g/mol): 118.18

For reference, the Mulliken charges in units of e are: number 1, C, carries -1.381; number 2, C, carries -0.127; number 3, C, carries -0.335; number 4, C, carries -1.230; number 5, N, carries -0.494; number 6, C, carries 0.048; number 7, N, carries -0.440; number 8, H, carries 0.382; number 9, H, carries 0.342; number 10, H, carries 0.334; number 11, H, carries 0.296; number 12, H, carries 0.198; number 13, H, carries 0.347; number 14, H, carries 0.245; number 15, H, carries 0.400; number 16, H, carries 0.453; number 17, H, carries 0.383; number 18, H, carries 0.211; number 19, H, carries 0.242; number 20, O, carries -0.672; number 21, H, carries 0.321; number 22, H, carries 0.477